A cluster of 2 separate species, CH3NO2 in total in a non-equilibrium geometry, computed with wB97M-V/def2-TZVPD.

Kohn-Sham gap (spin up / spin down): 7.08 / 9.94 eV
LUMO level (spin up / spin down): -3.98 / -0.52 eV
energy relative to the best compared isomer or geometry (same formula, charge and spin): 134.3 kcal/mol

Structure (XYZ):
```
7
CH3NO2 | the Open Molecules 2025 dataset | wB97M-V/def2-TZVPD
C -2.156 -0.063 -0.128
N 1.809 0.196 -0.335
O -2.923 -0.924 0.184
O -1.075 0.378 0.197
H -2.395 0.609 -1.183
H 1.906 -0.698 -0.919
H 0.889 0.407 -0.095
```


A structure of composition C36H53N4OP2Pt in a non-equilibrium geometry, computed with wB97M-V/def2-TZVPD.

Kohn-Sham gap (spin up / spin down): 4.82 / 3.71 eV
LUMO level (spin up / spin down): -8.56 / -12.40 eV
energy relative to the best compared isomer or geometry (same formula, charge and spin): 0.0 kcal/mol
net charge: +3
2S+1: 5

Structure (XYZ):
```
97
C36H53N4OP2Pt | the Open Molecules 2025 dataset | wB97M-V/def2-TZVPD
C -1.219 -1.395 -1.815
C 0.789 -2.470 -1.087
C -1.388 -2.337 -2.824
C 0.539 -3.521 -2.007
C -0.527 -3.434 -2.886
H -2.216 -2.202 -3.521
H 1.245 -4.348 -2.030
H -0.693 -4.210 -3.630
N -0.180 -1.485 -0.967
P -2.277 0.217 0.180
P 2.370 -0.702 0.322
C -2.175 -0.227 -1.609
H -1.803 0.665 -2.133
H -3.168 -0.456 -2.009
C 0.462 1.260 1.696
O 0.786 2.120 2.414
C 1.971 -2.302 -0.335
H 2.713 -3.098 -0.370
C 3.455 0.130 -1.016
C 3.516 -0.957 1.819
C -3.091 1.947 0.261
C -3.565 -1.112 0.725
C 3.485 1.648 -0.768
H 3.880 1.909 0.219
H 4.137 2.109 -1.525
H 2.488 2.083 -0.865
C 4.903 -0.393 -1.065
H 5.495 -0.161 -0.175
H 4.946 -1.472 -1.257
H 5.405 0.106 -1.909
C 2.861 -0.143 -2.404
H 3.475 0.372 -3.159
H 2.859 -1.212 -2.641
H 1.844 0.241 -2.488
C 4.267 0.344 2.155
H 3.573 1.183 2.299
H 4.804 0.191 3.103
H 5.018 0.624 1.409
C 2.661 -1.320 3.037
H 1.883 -0.577 3.233
H 2.188 -2.300 2.914
H 3.312 -1.373 3.925
C 4.497 -2.117 1.605
H 5.249 -1.922 0.840
H 5.033 -2.276 2.553
H 3.975 -3.048 1.358
C -4.047 -0.774 2.142
H -4.642 -1.622 2.515
H -3.201 -0.631 2.826
H -4.694 0.114 2.171
C -2.881 -2.482 0.741
H -2.749 -2.893 -0.269
H -1.909 -2.452 1.237
H -3.517 -3.186 1.300
C -4.786 -1.266 -0.204
H -5.428 -2.049 0.232
H -5.399 -0.365 -0.291
H -4.516 -1.603 -1.212
C -2.371 2.961 -0.634
H -2.357 2.663 -1.687
H -2.913 3.918 -0.571
H -1.343 3.143 -0.312
C -2.980 2.450 1.709
H -1.936 2.641 1.982
H -3.529 3.400 1.786
H -3.403 1.754 2.442
C -4.560 1.936 -0.189
H -4.691 1.486 -1.181
H -5.237 1.458 0.527
H -4.893 2.982 -0.276
Pt 0.079 -0.068 0.509
N 0.277 1.796 -1.517
C 0.493 2.309 -2.554
C 0.693 3.051 -3.737
C 0.535 4.446 -3.681
C 1.048 2.421 -4.945
C 0.678 5.207 -4.837
H 0.311 4.918 -2.721
C 1.201 3.190 -6.098
H 1.210 1.341 -4.964
C 1.006 4.577 -6.045
H 0.538 6.290 -4.791
H 1.477 2.708 -7.041
H 1.120 5.174 -6.948
N -0.201 -3.155 2.464
C -0.561 -2.283 3.464
C -0.885 -2.782 4.740
C -1.244 -1.873 5.724
C -1.307 -0.515 5.401
C -0.993 -0.114 4.103
N -0.624 -0.978 3.143
H 0.374 -2.822 1.692
H -0.091 -4.135 2.702
H -0.839 -3.856 4.885
H -1.466 -2.203 6.734
H -1.597 0.248 6.122
H -1.030 0.943 3.838
```


A cluster of 6 separate species, C41H56BN5O5 in total in a non-equilibrium geometry, computed with wB97M-V/def2-TZVPD.

Kohn-Sham gap: 10.11 eV
LUMO level: 0.60 eV
SMILES: CCCCCCC[C@@]1(OB(O)O)C[C@H](CCC(C)C)C(=O)O1.c1ccncc1.c1ccncc1.c1ccncc1.c1ccncc1.c1ccncc1

Structure (XYZ):
```
108
C41H56BN5O5 | the Open Molecules 2025 dataset | wB97M-V/def2-TZVPD
C 2.018 -3.163 -0.520
C 2.593 -4.494 -1.190
C 1.435 -5.522 -1.703
C 0.471 -6.023 -0.527
C -0.773 -5.077 -0.175
C -1.253 -4.083 -1.327
C -2.559 -3.265 -0.783
C -2.422 -1.689 -0.939
O -3.356 -0.801 -0.287
B -4.612 -1.424 0.016
O -5.074 -1.308 1.408
O -5.477 -2.116 -0.901
C -0.998 -1.085 -0.417
C -0.342 -0.313 -1.654
C 0.431 1.066 -1.393
C 1.970 0.894 -1.836
C 3.031 1.003 -0.639
C 2.532 0.373 0.754
C 4.321 0.110 -1.100
C -1.692 -0.131 -2.532
O -2.066 0.813 -3.243
O -2.398 -1.377 -2.358
H 1.534 -2.530 -1.331
H 1.345 -3.417 0.359
H 2.929 -2.561 -0.147
H 3.241 -5.124 -0.471
H 3.255 -4.304 -2.110
H 0.900 -5.147 -2.640
H 2.028 -6.454 -2.046
H 0.171 -7.114 -0.734
H 1.126 -6.072 0.424
H -0.573 -4.529 0.814
H -1.667 -5.776 0.047
H -1.587 -4.720 -2.231
H -0.442 -3.388 -1.734
H -3.442 -3.715 -1.372
H -2.678 -3.595 0.316
H -5.515 -0.424 1.426
H -5.930 -2.808 -0.352
H -1.324 -0.288 0.351
H -0.377 -1.798 0.214
H 0.203 -1.117 -2.274
H 0.290 1.478 -0.336
H -0.014 1.865 -2.097
H 2.074 -0.062 -2.464
H 2.217 1.754 -2.568
H 3.439 2.087 -0.538
H 3.410 -0.075 1.338
H 1.696 -0.405 0.611
H 2.121 1.231 1.400
H 5.285 0.714 -1.123
H 4.165 -0.347 -2.132
H 4.484 -0.770 -0.378
N -5.979 -5.154 1.199
C -6.326 -6.417 0.904
C -7.256 -7.149 1.623
C -7.862 -6.547 2.716
C -7.521 -5.243 3.044
C -6.583 -4.595 2.258
H -5.822 -6.846 0.044
H -7.499 -8.165 1.337
H -8.595 -7.088 3.305
H -7.974 -4.741 3.890
H -6.284 -3.574 2.472
N 3.716 4.801 -0.448
C 3.096 5.939 -0.093
C 2.756 6.943 -0.984
C 3.076 6.770 -2.322
C 3.719 5.606 -2.719
C 4.014 4.658 -1.753
H 2.870 6.031 0.964
H 2.255 7.838 -0.639
H 2.827 7.535 -3.049
H 3.984 5.439 -3.755
H 4.512 3.729 -2.015
N -7.354 -5.469 -3.195
C -7.839 -5.550 -4.444
C -7.271 -4.911 -5.534
C -6.138 -4.138 -5.325
C -5.617 -4.035 -4.044
C -6.256 -4.716 -3.021
H -8.727 -6.163 -4.556
H -7.704 -5.014 -6.522
H -5.665 -3.620 -6.153
H -4.734 -3.440 -3.844
H -5.885 -4.670 -2.002
N 3.040 8.578 2.117
C 4.182 8.612 2.821
C 4.347 9.343 3.986
C 3.274 10.088 4.451
C 2.082 10.074 3.740
C 2.016 9.307 2.589
H 4.991 8.016 2.416
H 5.292 9.330 4.515
H 3.365 10.675 5.359
H 1.224 10.644 4.074
H 1.105 9.259 2.001
N 6.173 6.386 4.086
C 6.768 5.949 5.208
C 7.035 4.615 5.470
C 6.663 3.673 4.523
C 6.044 4.095 3.355
C 5.825 5.453 3.185
H 7.037 6.723 5.919
H 7.521 4.321 6.392
H 6.854 2.619 4.692
H 5.740 3.387 2.595
H 5.347 5.832 2.287
```


Q: What is the formula in the first record?
A: CH3NO2